The following is a DFT calculation (ωB97M-V with the def2-TZVPD basis set) of a 5-piece molecular cluster, C34H40N5O9S overall.

```
89
Properties=species:S:1:pos:R:3
C 4.08 0.88 -1.27
C 3.17 0.79 -2.56
S 3.48 2.30 -3.56
C 1.70 0.64 -2.03
C 0.69 0.05 -3.05
C -0.61 -0.29 -2.22
C 0.23 1.16 -4.07
N 1.12 -1.20 -3.70
O 0.97 -2.24 -2.95
C 2.50 -1.14 -4.25
C 2.94 -2.62 -4.52
C 2.57 -0.44 -5.66
C 3.56 -0.55 -3.27
H 3.87 1.87 -0.84
H 5.15 0.85 -1.56
H 3.82 0.06 -0.59
H 2.35 3.05 -3.33
H 1.28 1.58 -1.62
H 1.75 -0.07 -1.17
H -0.40 -0.90 -1.34
H -0.96 0.69 -1.84
H -1.42 -0.68 -2.86
H 1.06 1.54 -4.68
H -0.26 1.95 -3.47
H -0.54 0.68 -4.71
H 3.26 -3.14 -3.60
H 2.21 -3.18 -5.12
H 3.86 -2.53 -5.15
H 3.33 0.37 -5.65
H 1.59 -0.07 -6.01
H 2.92 -1.16 -6.42
H 3.77 -1.30 -2.49
H 4.50 -0.42 -3.84
C -2.83 2.65 2.65
C -1.79 1.73 2.62
C -0.58 2.06 2.03
C -0.42 3.33 1.48
C -1.45 4.25 1.50
C -2.66 3.91 2.08
N 0.86 3.69 0.88
O 1.74 2.84 0.86
O 0.99 4.81 0.44
H -3.77 2.40 3.11
H -1.93 0.75 3.05
H 0.22 1.34 2.01
H -1.33 5.24 1.07
H -3.47 4.63 2.11
C 0.31 -5.58 -5.56
C 1.02 -6.55 -4.87
C 1.22 -7.80 -5.44
C 0.71 -8.05 -6.71
C -0.01 -7.09 -7.40
C -0.20 -5.84 -6.82
N 0.94 -9.36 -7.33
O 1.55 -10.19 -6.69
O 0.51 -9.54 -8.44
H 0.16 -4.60 -5.11
H 1.42 -6.34 -3.88
H 1.77 -8.56 -4.90
H -0.41 -7.29 -8.39
H -0.76 -5.08 -7.35
C -4.01 -3.04 6.72
C -5.11 -2.56 6.02
C -5.10 -1.28 5.50
C -3.98 -0.48 5.69
C -2.88 -0.94 6.40
C -2.90 -2.23 6.92
N -3.95 0.87 5.12
O -4.93 1.25 4.53
O -2.94 1.52 5.28
H -4.03 -4.05 7.12
H -5.98 -3.19 5.87
H -5.95 -0.91 4.95
H -2.01 -0.32 6.55
H -2.05 -2.61 7.47
C -0.06 4.91 4.59
C -0.62 4.18 5.62
C -0.76 4.74 6.88
C -0.33 6.05 7.09
C 0.24 6.79 6.06
C 0.38 6.22 4.81
N -0.50 6.65 8.41
O -0.98 5.97 9.29
O -0.15 7.81 8.55
H 0.05 4.47 3.60
H -0.95 3.16 5.44
H -1.20 4.16 7.68
H 0.57 7.81 6.23
H 0.82 6.79 4.00
```

Results
- HOMO (alpha / beta): -8.73 / -9.03 eV
- Gap between HOMO and LUMO (alpha / beta): 7.6 / 7.9 eV
- Expectation value of S²: 0.7542
- E_LUMO (alpha / beta): -1.17 / -1.17 eV
- Energy: -72606.97042 eV
- Multiplicity: 2

Atomic partial charges in e from the Löwdin method, atoms 1 to 8: C -0.112; C -0.745; S 0.788; C -0.131; C -0.467; C -0.044; C -0.046; N -0.111